C19H46NO7S5 | ωB97M-V/def2-TZVPD

Values from the calculation:
largest force on an atom	2.00	eV Å⁻¹
charge	+1
HOMO	-10.6	eV
E_tot	-90438.4742	eV
gap between HOMO and LUMO	7.781	eV

Each line ends with the Mulliken charge.
Element x y z (Å)
C: -5.13298 -2.59754 -0.22935  -1.57
C: -3.99495 -3.53359 -0.69432  0.59
C: -2.75824 -3.19845 0.08541  0.32
O: -2.72584 -3.22041 1.28225  -0.73
O: -1.64045 -2.78273 -0.60375  -0.28
C: -1.13843 -3.67528 -1.60626  -0.65
C: -0.32909 -2.84320 -2.59571  -1.06
C: -0.96499 -1.47380 -2.80951  0.26
C: -0.92000 -0.48156 -1.72304  -0.51
N: -1.98254 0.22530 -1.67678  0.39
C: -3.03281 -0.20831 -2.60018  -0.40
C: -2.37945 -1.32865 -3.44797  -0.75
H: -5.52862 -2.96958 0.71228  0.36
H: -5.91842 -2.54224 -0.97848  0.38
H: -4.74659 -1.59485 -0.03075  0.37
H: -3.83875 -3.45353 -1.76827  0.16
H: -4.27579 -4.55858 -0.43422  0.16
H: -1.92104 -4.25746 -2.09501  0.47
H: -0.48341 -4.40477 -1.12314  0.32
H: -0.31480 -3.35481 -3.55898  0.38
H: 0.70444 -2.73295 -2.26745  0.44
H: -0.29542 -1.01128 -3.55574  0.48
H: -0.10126 -0.29458 -1.03923  0.44
H: -2.11890 1.00448 -1.02983  0.30
H: -3.57503 0.57670 -3.11833  0.48
H: -3.78380 -0.67123 -1.94770  -0.09
H: -2.19193 -0.92006 -4.43795  0.34
H: -2.98103 -2.22889 -3.48028  0.42
C: -0.32427 0.58507 2.08567  -0.83
S: -0.85355 2.23071 1.61909  0.32
O: -1.30946 2.15254 0.18125  -0.66
C: 0.76912 2.95546 1.59787  -0.49
H: -1.20011 -0.06197 2.11522  0.29
H: 0.39547 0.21501 1.35419  0.21
H: 0.13058 0.63051 3.07444  0.43
H: 1.40810 2.42448 0.89983  0.18
H: 1.17502 2.90906 2.61131  0.25
H: 0.68285 3.99494 1.28796  0.30
C: -2.91711 -5.96843 2.63750  -0.52
S: -3.21229 -6.97745 1.19098  0.53
O: -4.44806 -6.44293 0.54462  -0.67
C: -3.67193 -8.48504 2.04430  -1.02
H: -2.68736 -4.97549 2.25366  0.03
H: -3.81426 -5.92955 3.25565  0.31
H: -2.07875 -6.37450 3.20397  0.38
H: -4.52853 -8.28709 2.68787  0.31
H: -2.82303 -8.83775 2.62921  0.38
H: -3.93517 -9.22676 1.29360  0.35
C: 2.48476 4.02913 -3.45301  -0.97
S: 1.68154 4.21650 -1.86036  0.45
O: 2.19182 3.12488 -0.98350  -0.57
C: 0.04207 3.73880 -2.41121  -0.69
H: 3.54613 4.23892 -3.33569  0.28
H: 2.36129 3.00761 -3.81223  0.28
H: 2.04892 4.73787 -4.15730  0.44
H: 0.08685 2.73428 -2.83529  0.07
H: -0.30457 4.45598 -3.15542  0.47
H: -0.61949 3.74499 -1.54763  0.19
C: 6.49208 0.83293 -1.62661  -1.07
S: 5.61341 2.35705 -1.99147  0.74
O: 5.77412 2.62473 -3.44689  -0.67
C: 6.75598 3.43810 -1.12395  -1.02
H: 5.96364 0.02048 -2.12054  0.30
H: 7.51070 0.89643 -2.00899  0.34
H: 6.49552 0.66785 -0.54941  0.36
H: 7.75604 3.32268 -1.54144  0.37
H: 6.75149 3.18861 -0.06312  0.36
H: 6.41320 4.46124 -1.26219  0.29
C: 3.23090 5.44838 4.22254  -0.89
S: 2.65445 4.25248 5.43052  0.43
O: 1.94419 3.18325 4.67157  -0.61
C: 1.39045 5.29743 6.15719  -0.91
H: 4.00406 4.96902 3.62594  0.31
H: 2.40189 5.74999 3.58220  0.27
H: 3.65004 6.31088 4.73977  0.39
H: 0.68663 5.60822 5.38528  0.28
H: 1.86232 6.16405 6.61933  0.37
H: 0.87514 4.71283 6.91586  0.32